{"formula": "C5H10O", "method": "the ωB97M-V functional and the def2-TZVPD basis", "symbols": ["C", "C", "C", "O", "H", "H", "H", "H", "H", "H", "C", "C", "H", "H", "H", "H"], "positions_angstrom": [[-1.067133, 0.728169, 1.143883], [0.403489, 0.486679, 0.840917], [0.850861, -0.946802, 0.719238], [1.242529, 1.333813, 1.076769], [-1.339890, 1.777842, 1.012513], [-1.783493, 0.089799, 0.614342], [-1.127493, 0.491294, 2.211857], [0.235341, -1.453369, -0.038870], [1.889054, -0.978954, 0.373943], [0.759215, -1.392733, 1.713309], [-0.184083, -0.654583, -1.705021], [0.169443, 0.605419, -1.458575], [0.533136, -1.378658, -2.075932], [-1.205554, -1.011132, -1.586035], [-0.573699, 1.371215, -1.298690], [1.198278, 0.932002, -1.543647]], "forces_ev_per_a": [[-0.0100, 0.0670, 0.1014], [0.4299, -0.1950, 1.6723], [-0.0975, -0.5109, -0.0939], [-0.4266, 0.2778, -0.3825], [0.1499, -0.1372, 0.0231], [0.3523, 0.0369, 0.0350], [-0.2243, 0.0549, -0.0149], [0.3119, -0.3103, 1.2634], [-0.1672, 0.0022, 0.2100], [0.1152, -0.1310, -0.0388], [-0.1895, 0.7215, -1.1824], [-0.2790, -0.0692, -1.7937], [0.0068, -0.0213, 0.2509], [0.0850, 0.1626, -0.1540], [0.0222, 0.0449, 0.2634], [-0.0794, 0.0072, -0.1594]], "max_force_ev_per_a": 1.82, "charge": 0, "e_lumo_ev": 0.700, "relative_energy_kj_mol": 208.5, "total_energy_ev": -7392.60466, "homo_lumo_gap_ev": 10.2, "smiles": "CC(C)=O.C=C"}


{"formula": "C5H10O", "method": "the ωB97M-V functional and the def2-TZVPD basis", "symbols": ["C", "C", "C", "C", "C", "O", "H", "H", "H", "H", "H", "H", "H", "H", "H", "H"], "positions_angstrom": [[1.608714, 0.802671, 0.775088], [0.788095, 0.475888, -0.450992], [-1.074341, -0.631191, -1.277461], [-1.164943, -1.704082, -0.233095], [-0.678371, 0.920346, 0.003741], [-1.727235, 0.496500, -0.862161], [1.348719, 0.103023, 1.579724], [1.375601, 1.816458, 1.113086], [2.674175, 0.718760, 0.573239], [1.053424, -0.560032, -0.726313], [1.064490, 1.056446, -1.337926], [-1.957493, -2.280446, -0.720763], [-0.279664, -2.342854, -0.209734], [-1.493912, -1.463222, 0.783763], [-0.646594, 2.010330, -0.039951], [-0.890667, 0.581408, 1.029749]], "forces_ev_per_a": [[0.3082, 0.1457, 0.1833], [-0.0137, 0.4524, 0.2850], [-0.9053, -0.7600, -0.5899], [-0.0466, -0.1410, 0.0055], [0.9205, 0.0615, 0.1856], [0.2562, -0.2965, -0.2946], [0.1330, 0.1818, -0.0756], [0.2160, -0.0314, 0.1282], [0.0893, 0.0784, 0.1073], [-0.7947, 0.3518, 0.1815], [-0.0098, 0.1029, 0.2831], [-0.1418, -0.2859, 0.0684], [-0.1226, 0.0091, -0.1345], [-0.0076, 0.1284, -0.1129], [-0.1346, -0.1117, 0.0931], [0.2535, 0.1145, -0.3135]], "max_force_ev_per_a": 1.32, "charge": 0, "e_lumo_ev": 0.925, "relative_energy_kj_mol": 453.8, "total_energy_ev": -7390.06220, "homo_lumo_gap_ev": 8.9}


{"formula": "C5H10O", "method": "the ωB97M-V functional and the def2-TZVPD basis", "symbols": ["C", "C", "C", "O", "C", "C", "H", "H", "H", "H", "H", "H", "H", "H", "H", "H"], "positions_angstrom": [[2.421773, -0.279959, -0.152895], [1.185871, 0.422303, -0.680300], [-0.164724, 0.278543, 0.508311], [0.227473, 0.257361, 1.660133], [-1.353890, 0.066083, -0.164969], [-2.633898, -0.180898, 0.574749], [3.325012, 0.132719, -0.612199], [2.478158, -0.132443, 0.928892], [2.397140, -1.356983, -0.353156], [1.004136, 0.248064, -1.751376], [1.256521, 1.506253, -0.554581], [0.136115, -0.514317, -0.480886], [-1.382896, 0.275683, -1.230812], [-3.217524, 0.742762, 0.681175], [-3.261193, -0.908132, 0.048924], [-2.418072, -0.557035, 1.578993]], "forces_ev_per_a": [[0.0432, -0.0304, 0.0516], [0.2449, 0.1633, -0.1314], [-0.1984, -0.0746, 0.1553], [-0.0825, 0.0397, -0.2986], [-0.0195, 0.0854, 0.0956], [-0.0682, -0.0253, 0.0497], [-0.1226, -0.0594, 0.0628], [0.0223, -0.0291, -0.1433], [-0.0038, 0.1633, 0.0105], [-0.0397, -0.0084, 0.1630], [-0.0285, -0.1512, 0.0046], [0.0161, -0.0712, -0.0802], [0.0947, -0.0452, 0.1426], [0.0847, -0.1265, -0.0090], [0.1006, 0.1103, 0.0655], [-0.0432, 0.0594, -0.1385]], "max_force_ev_per_a": 0.32, "charge": 0, "e_lumo_ev": 0.838, "relative_energy_kj_mol": 365.4, "total_energy_ev": -7390.97841, "homo_lumo_gap_ev": 9.3}


{"formula": "C5H10O", "method": "the ωB97M-V functional and the def2-TZVPD basis", "symbols": ["C", "C", "C", "C", "O", "C", "H", "H", "H", "H", "H", "H", "H", "H", "H", "H"], "positions_angstrom": [[2.130292, 0.168205, -0.101681], [1.031622, 0.680158, 0.762067], [-0.543109, 0.021893, -0.665021], [-2.012410, -0.319483, -0.554790], [-1.856571, -1.087765, 0.618618], [-0.635332, -0.407204, 1.053940], [2.131486, 0.437133, -1.168814], [3.008865, 0.656436, 0.353732], [2.284354, -0.913590, 0.002778], [0.752206, 1.707315, 0.483443], [-0.297042, 0.976730, -1.139420], [0.011228, -0.785230, -1.148506], [-2.429696, -0.904387, -1.384114], [-2.646976, 0.569614, -0.397714], [-0.925418, 0.367124, 1.769064], [-0.003496, -1.166949, 1.516418]], "forces_ev_per_a": [[-0.0105, -0.0529, -0.0635], [0.4138, 0.2818, -0.1392], [0.0753, -0.0297, -0.0245], [-0.1024, 0.1252, -0.2665], [-0.2495, -0.1354, 0.0445], [-0.1024, -0.1370, 0.2429], [-0.0110, -0.0199, 0.1119], [-0.0923, -0.0349, -0.0341], [-0.0313, 0.1901, -0.0073], [0.0502, -0.1007, -0.0427], [0.0109, -0.2158, 0.2956], [-0.0727, 0.1294, 0.1758], [0.0949, 0.0893, 0.1348], [0.1214, -0.1548, 0.0484], [0.0356, -0.1546, -0.2630], [-0.1299, 0.2199, -0.2132]], "max_force_ev_per_a": 0.52, "charge": 0, "e_lumo_ev": 0.596, "relative_energy_kj_mol": 644.9, "total_energy_ev": -7388.08162, "homo_lumo_gap_ev": 8.5}


{"formula": "C5H10O", "method": "the ωB97M-V functional and the def2-TZVPD basis", "symbols": ["C", "C", "C", "C", "O", "C", "H", "H", "H", "H", "H", "H", "H", "H", "H", "H"], "positions_angstrom": [[-0.456387, -1.222749, 1.458471], [-0.415828, -0.534902, 0.152295], [0.568164, 0.241017, -0.307391], [2.026396, 0.054295, 0.080183], [0.180451, 1.167553, -1.229801], [-1.351133, 1.284042, -1.325679], [0.278429, -0.793489, 2.145864], [-0.280398, -2.291515, 1.341826], [-1.442833, -1.088284, 1.925934], [-1.158795, -0.792116, -0.590994], [2.322130, 0.615372, 0.971701], [2.191650, -1.012069, 0.301783], [2.713236, 0.325359, -0.729209], [-1.665868, 0.653080, -2.161538], [-1.424855, 2.337433, -1.529673], [-2.084360, 1.056978, -0.503774]], "forces_ev_per_a": [[0.2048, -0.4489, 0.2338], [0.4326, -0.8370, -0.0210], [-0.5321, -0.5678, 0.4642], [-0.1777, 0.2965, 0.0277], [-1.6924, -0.1000, 0.1069], [1.0859, 0.4729, -0.6241], [-0.0221, -0.2101, -0.0484], [0.0095, -0.2563, 0.3330], [0.2240, -0.0948, -0.1083], [-0.6118, 0.3534, 0.5328], [-0.0567, 0.1325, -0.1277], [-0.1188, 0.4265, -0.0849], [-0.2987, 0.1043, 0.0591], [0.1127, 0.3223, -0.0463], [-0.2767, 0.3190, -0.5587], [1.7176, 0.0876, -0.1379]], "max_force_ev_per_a": 1.73, "charge": 0, "e_lumo_ev": 1.036, "relative_energy_kj_mol": 236.2, "total_energy_ev": -7392.31726, "homo_lumo_gap_ev": 8.7, "smiles": "C/C=C(\\C)OC"}


{"formula": "C5H10O", "method": "the ωB97M-V functional and the def2-TZVPD basis", "symbols": ["C", "C", "C", "C", "C", "O", "H", "H", "H", "H", "H", "H", "H", "H", "H", "H"], "positions_angstrom": [[-2.080836, -0.384180, 0.709721], [-1.120896, -0.125775, -0.452827], [0.027922, 0.855841, -0.126205], [1.350755, 0.339451, -0.691443], [2.370796, -0.262928, 0.176488], [1.520567, -1.078538, -0.599634], [-2.771726, -1.204947, 0.486678], [-1.508061, -0.686946, 1.592365], [-2.690361, 0.481686, 0.988690], [-1.664033, 0.193365, -1.350794], [-0.651649, -1.084619, -0.693124], [-0.178443, 1.867677, -0.501219], [0.125822, 0.952503, 0.962273], [1.659844, 0.746686, -1.656683], [3.422350, -0.333799, -0.095658], [2.187955, -0.275480, 1.251377]], "forces_ev_per_a": [[-0.0560, 0.0125, 0.0903], [-0.0144, -0.1396, -0.0697], [0.0009, -0.1251, 0.0877], [-0.1142, 0.1109, -0.1274], [0.3505, 0.0840, 0.2477], [-0.1356, -0.1252, -0.0727], [0.1065, 0.1436, -0.0720], [-0.0699, 0.0501, -0.0374], [0.1568, 0.0088, -0.0887], [0.0532, 0.0120, 0.1724], [-0.1838, 0.1442, -0.0396], [0.0915, -0.2533, 0.0217], [-0.0266, -0.0770, -0.1131], [-0.0057, -0.0958, 0.1951], [-0.0998, 0.2717, -0.0738], [-0.0533, -0.0218, -0.1204]], "max_force_ev_per_a": 0.44, "charge": 0, "e_lumo_ev": 1.229, "relative_energy_kj_mol": 145.5, "total_energy_ev": -7393.25724, "homo_lumo_gap_ev": 11.5, "smiles": "CCC[C@H]1CO1"}